No. 1
The following is a quantum chemistry calculation of a molecular structure, C23H47BCaF4N8O4 in a non-equilibrium geometry, from the Open Molecules 2025 dataset.

## Properties
Total charge   +4
HOMO-LUMO gap   8.12 eV
Energy above the lowest of the compared OMol25 structures with the same formula, charge and spin   2.458 eV
Calculated total energy   -74676.920 eV

Each line ends with the Löwdin charge.
Cartesian coordinates (Å):
C (-11.4126, 14.1687, 12.3580)  0.03
C (-14.5925, 12.1056, 4.4254)  0.01
C (-6.2116, 11.6241, 9.5149)  -0.16
H (-10.9314, 16.7695, 7.5218)  0.13
H (-14.9107, 19.1314, 9.4615)  0.12
N (-5.8860, 12.9889, 9.2658)  -0.07
H (-10.1908, 15.9281, 10.6577)  0.09
H (-12.0545, 14.0100, 11.5040)  0.16
C (-6.4800, 13.8209, 8.2850)  0.04
H (-11.7757, 18.5761, 9.2028)  0.11
H (-12.8540, 18.0217, 6.9924)  0.14
C (-14.7342, 18.6774, 8.4864)  0.05
H (-5.5444, 11.1657, 10.2448)  0.14
C (-9.6487, 14.6879, 13.6144)  0.03
H (-15.5167, 12.0006, 3.8765)  0.15
N (-14.5275, 12.3250, 5.7576)  -0.05
C (-15.6439, 12.5760, 6.6435)  -0.17
H (-10.6696, 14.2140, 15.5585)  0.15
H (-12.6882, 11.3998, 13.0910)  0.05
H (-7.0041, 10.9874, 7.5266)  0.06
N (-10.1899, 14.7505, 12.3358)  -0.11
H (-7.1650, 13.4862, 7.5200)  0.13
B (-13.6227, 10.8814, 9.4308)  -1.46
H (-14.1705, 19.3620, 7.8526)  0.12
F (-12.5336, 10.5908, 8.6290)  0.02
N (-11.7273, 13.8299, 13.6906)  -0.04
H (-12.4210, 11.3200, 14.9700)  0.09
H (-3.3853, 16.1106, 10.1481)  0.11
H (-4.6572, 17.1738, 9.8857)  0.11
H (-8.6358, 15.0498, 13.7119)  0.14
C (-13.0269, 13.2356, 14.0675)  -0.15
H (-15.2546, 14.6446, 7.1739)  0.04
N (-12.3716, 12.3313, 4.9589)  -0.09
C (-5.1606, 13.7477, 10.1284)  0.03
C (-5.8723, 15.0890, 8.5137)  0.00
H (-16.4234, 11.9287, 6.2417)  0.15
H (-11.1163, 14.6815, 8.4674)  0.04
C (-12.9753, 11.6818, 14.1040)  -0.02
N (-13.7231, 17.5963, 8.7887)  -0.30
H (-12.8358, 11.8938, 2.9014)  0.14
C (-9.5282, 15.2403, 11.1831)  0.00
H (-14.6016, 16.7396, 10.6424)  0.11
C (-13.2799, 12.0744, 3.8692)  0.07
H (-8.6243, 15.7970, 11.4304)  0.11
C (-4.4526, 16.2075, 10.3468)  0.04
H (-16.8961, 14.1976, 7.4508)  0.10
H (-11.9172, 15.7042, 6.5850)  0.12
H (-15.4266, 12.0200, 7.5555)  0.11
H (-10.6378, 11.7051, 4.0553)  0.12
H (-13.9156, 16.5878, 6.8810)  0.13
H (-13.8210, 15.5302, 9.7304)  0.08
H (-4.7355, 13.4622, 11.0793)  0.17
H (-16.2893, 14.3827, 5.7984)  0.09
C (-6.1332, 10.8396, 8.1652)  -0.04
H (-14.0037, 11.3226, 14.1429)  0.09
H (-7.2181, 11.6137, 9.9331)  0.11
H (-10.5529, 12.0496, 5.8247)  0.08
C (-12.5624, 18.0388, 9.7324)  0.03
N (-5.1353, 15.0546, 9.6723)  -0.07
C (-10.9594, 12.3627, 4.8630)  0.00
Ca (-11.2116, 9.4496, 9.9267)  1.78
H (-12.9538, 12.6217, 7.1102)  0.14
H (-10.6333, 13.3943, 4.7308)  0.11
H (-13.7854, 13.7238, 13.4555)  0.13
H (-4.5540, 16.2068, 11.4321)  0.10
H (-5.2525, 10.8918, 7.5250)  0.10
O (-10.3107, 11.8390, 10.2410)  -0.09
C (-10.6465, 14.1974, 14.4789)  0.04
C (-14.4057, 16.4425, 9.6121)  0.02
H (-15.3612, 16.0774, 9.2356)  0.10
O (-11.9676, 15.1250, 8.4496)  -0.09
O (-9.8716, 11.0083, 8.3296)  -0.08
H (-12.1064, 17.1849, 10.2335)  0.08
C (-16.0496, 14.0041, 6.7920)  -0.04
F (-13.9224, 12.1902, 9.3213)  0.20
F (-13.3255, 10.4817, 10.7155)  0.11
H (-13.3160, 13.7355, 14.9919)  0.13
H (-12.8780, 18.7683, 10.4783)  0.11
H (-6.1387, 16.0005, 7.9994)  0.13
C (-13.1477, 17.0877, 7.4714)  -0.07
F (-14.6778, 10.1140, 9.0491)  0.20
H (-6.3005, 9.8051, 8.4649)  0.08
H (-9.1889, 14.3888, 10.5933)  0.08
C (-13.1860, 12.3985, 6.0794)  0.03
C (-11.8652, 16.2078, 7.5502)  -0.21
O (-10.0473, 13.0398, 8.4667)  0.02
H (-15.5979, 18.1242, 8.1174)  0.12
N (-9.9780, 11.9944, 9.0544)  -0.61

Atoms 1-3, force components in eV/Å:
C 0.29 0.05 2.76
C 2.28 -0.15 -2.57
C -0.01 -1.47 -1.66

***

No. 2
The following is a quantum chemistry calculation of a molecular structure, C23H47ClN4O5P in a non-equilibrium geometry, from the Open Molecules 2025 dataset.

## Properties
Total charge   +1
HOMO-LUMO gap   7.15 eV
Calculated total energy   -62610.938 eV

Each line ends with the Löwdin charge.
Cartesian coordinates (Å):
H (-0.8982, 0.4245, -1.4242)  0.08
H (4.8961, 3.9397, -1.3687)  0.06
C (-2.1229, 0.8215, 1.5659)  -0.14
C (1.8777, 4.0319, 0.4741)  0.06
H (-2.8152, -3.3881, -3.5665)  0.07
H (2.4825, -1.2002, 4.1442)  0.07
H (2.1734, 4.9867, 0.0659)  0.08
H (-3.9496, -0.0497, -3.3979)  0.11
H (-1.9717, 0.2392, 0.6563)  0.10
H (-5.0601, -2.6177, -2.1524)  0.11
O (1.8238, -3.8293, 3.5537)  0.05
H (0.2195, 1.8922, -3.2307)  0.12
N (0.3734, 0.8601, 1.5404)  0.03
H (1.6625, 1.1795, 3.9458)  0.11
C (0.7354, 1.0508, -2.7706)  -0.09
H (0.9415, -6.3191, 4.9905)  0.10
H (6.0830, 1.3143, -1.8421)  0.07
H (1.5054, -0.8412, 2.1451)  0.09
C (-0.3596, 0.0852, -2.3066)  -0.16
H (0.8998, -1.3565, -1.3618)  0.10
C (-0.8319, 1.6392, 1.8024)  -0.11
C (0.7152, -0.1983, 2.5067)  -0.16
H (2.5072, -5.4722, 5.1706)  0.10
H (-4.7932, -2.2671, -3.9117)  0.10
H (-2.8582, 0.1974, -1.3790)  0.06
H (-3.0466, 2.1652, -0.6085)  0.11
H (5.0138, 0.2166, -3.3598)  0.07
H (-2.8124, -3.0942, -1.8331)  0.07
N (2.2487, 0.3545, 0.1725)  -0.27
C (-3.0151, -2.6430, -2.8012)  -0.10
H (-0.7204, -1.9643, -1.6489)  0.10
H (-3.6482, -1.1795, -0.6662)  0.11
C (0.8665, 3.4091, -0.1262)  -0.14
H (-0.0048, 3.9869, -0.4139)  0.12
C (1.5994, -0.8663, 4.6861)  -0.09
C (1.0869, 1.0842, 0.5006)  -0.33
O (0.5347, -1.8827, -3.3137)  -0.05
C (-4.4688, -2.0843, -2.8918)  -0.23
H (-1.0954, 0.0511, -3.1123)  0.12
H (4.0989, -0.7920, -1.5290)  0.11
C (-3.3138, 1.7959, 1.4939)  -0.20
Cl (3.4519, 0.6193, 1.4504)  0.76
N (0.8317, 2.0013, -0.4780)  0.01
C (-4.4638, -0.5817, -2.5999)  -0.21
H (0.0615, 0.5623, 4.3942)  0.11
N (0.9783, -4.3683, 4.2431)  -0.45
H (-2.3285, -1.8082, -2.9433)  0.04
O (5.6886, 1.1354, -0.9713)  -0.26
O (-0.2149, -4.1419, 4.1874)  0.06
C (1.0072, 0.3121, 3.9153)  -0.23
C (1.6323, 1.6708, -1.6697)  -0.22
H (-0.1707, -0.8287, 2.5738)  0.14
C (1.4296, -5.3811, 5.2370)  0.06
H (-0.8904, 2.5491, 1.2170)  0.11
H (-0.8476, 1.9450, 2.8441)  0.13
O (4.3601, 3.2559, -1.8011)  -0.28
H (-4.5229, 2.8368, 0.0783)  0.11
H (-5.6071, 0.9602, -0.7947)  0.10
H (1.8691, -0.5979, 5.7017)  0.08
H (-2.9483, 2.7753, 1.8182)  0.11
H (1.1259, -5.0311, 6.2192)  0.10
C (3.9400, 0.3849, -3.3679)  -0.07
H (1.3652, 0.6315, -3.5489)  0.11
P (4.3093, 1.9900, -0.7178)  0.82
H (2.3599, 3.6178, 1.3513)  0.07
H (-4.0666, 1.4870, 2.2130)  0.11
H (1.9468, 2.6238, -2.0850)  0.13
H (-5.5076, -0.2673, -2.5656)  0.10
H (-4.8926, 0.1669, 0.5861)  0.10
C (-3.8307, -0.2673, -1.2308)  -0.20
C (-3.8712, 1.9650, 0.0787)  -0.19
C (-4.6586, 0.6960, -0.3352)  -0.17
H (3.7725, 1.4549, -3.4735)  0.07
H (-2.2172, 0.1193, 2.3915)  0.11
C (3.3587, -0.2084, -2.0707)  -0.21
C (2.8244, 0.8625, -1.1147)  -0.49
C (0.0725, -1.3501, -2.0818)  -0.28
H (0.9160, -1.7107, 4.6905)  0.06
H (3.5690, -0.1266, -4.2492)  0.09
H (2.6002, -0.9276, -2.3602)  0.08
H (1.0084, -2.7062, -3.1296)  0.10

Atoms 1-3, force components in eV/Å:
H 0.19 0.27 0.05
H -0.28 -0.12 -0.14
C 0.70 0.24 0.09

***

No. 3
The following is a quantum chemistry calculation of 4 unconnected molecules or ions with the total composition C23H47F8N4O2P in a non-equilibrium geometry, from the Open Molecules 2025 dataset.

## Properties
HOMO-LUMO gap   6.96 eV
SMILES   O=C(F)NC(=O)PC(F)(F)C(F)(F)C(F)(F)F.CCN(CC)CC.CCN(CC)CC.CCN(CC)CC
Calculated total energy   -65692.977 eV

Each line ends with the Löwdin charge.
Cartesian coordinates (Å):
H (-3.8529, -6.9228, 2.7891)  0.07
H (-1.5136, -3.3272, -1.2776)  0.06
H (-3.6616, 3.3998, -1.7304)  0.01
F (-3.4360, -1.1288, -2.7016)  0.06
N (1.6102, 4.0065, 3.3584)  -0.19
H (2.5999, -2.9893, -0.5911)  0.11
N (-3.2727, -4.1545, 0.8002)  -0.19
C (-2.5521, -0.1936, -3.3651)  -0.23
C (2.6864, -0.4105, -1.1016)  -0.24
H (-4.2998, -6.9246, 1.0926)  0.05
F (-1.9291, 5.0143, -5.6474)  0.03
H (-0.8532, 4.2455, 1.7195)  0.05
H (3.0198, 0.3255, -1.8432)  0.11
H (1.4529, -0.3035, 0.6933)  0.06
F (-2.4035, 0.7596, -1.1186)  -0.02
H (0.6369, 4.3969, 0.7669)  0.07
H (1.3983, 1.1305, -0.3167)  0.06
H (-2.5974, -6.7578, 1.5659)  0.07
C (3.4732, -2.5295, -0.1114)  -0.25
C (-1.8182, -4.2137, 0.6929)  -0.26
H (-3.7789, -3.3501, -1.0516)  0.09
N (3.8131, -1.2945, -0.8098)  -0.19
C (3.7120, 5.3466, 3.5430)  -0.09
H (3.2570, 3.8806, 2.0809)  0.12
H (-0.3185, 2.9190, 0.7027)  0.06
H (-4.8704, -4.7391, 2.0253)  0.11
C (0.8201, 3.1022, 2.5252)  -0.24
C (6.2581, -1.4377, -0.3108)  -0.09
H (-1.4743, -5.2032, 0.3690)  0.10
F (-3.0875, -0.0296, -4.6787)  0.07
C (-2.4493, 1.1689, -2.5149)  -0.47
H (0.1306, 2.5337, 3.1596)  0.11
H (-3.7408, 3.1977, -6.3853)  0.15
H (5.1926, 0.2615, -0.9975)  0.12
C (-4.0161, -4.2368, -0.4527)  -0.25
C (0.0324, 3.7139, 1.3681)  -0.09
H (2.8112, 0.8397, 0.6934)  0.06
H (3.2527, -3.4562, 1.8236)  0.07
H (4.2787, -3.2530, -0.2813)  0.10
H (-0.1309, 6.7748, 4.4655)  0.07
H (0.0823, 4.2578, 4.7705)  0.12
H (4.5543, 5.7116, 2.9489)  0.07
H (3.2738, 6.2100, 4.0501)  0.06
H (1.9016, -0.9800, -1.6106)  0.09
F (-0.2471, -0.2520, -4.4454)  0.08
H (-4.1882, -5.2764, -2.3342)  0.07
P (-3.9450, 2.3261, -2.6692)  1.12
H (-2.7442, -5.7287, -1.4340)  0.07
H (-4.3358, -6.3381, -0.9453)  0.05
H (-1.3847, -4.0414, 1.6849)  0.12
C (-3.8000, -5.4687, -1.3290)  -0.08
H (2.3368, 5.3666, 1.8950)  0.10
H (2.2335, -2.0430, 1.6170)  0.05
C (0.1653, 6.0942, 3.6610)  -0.09
H (-5.0888, -4.1363, -0.2455)  0.12
H (7.1190, -0.8189, -0.0429)  0.07
C (-4.0731, 3.1143, -4.3816)  -0.54
H (-0.7441, 5.8350, 3.1169)  0.05
C (4.9945, -0.5846, -0.3293)  -0.27
H (-3.3366, -4.6117, 2.8269)  0.11
C (-3.8044, -4.9596, 1.8980)  -0.25
C (-1.2286, -3.1586, -0.2361)  -0.09
H (4.1065, 4.6611, 4.2979)  0.08
C (-1.9438, 3.5720, -5.5378)  -0.32
H (6.1957, -2.2434, 0.4250)  0.06
C (-3.6215, -6.4740, 1.8185)  -0.09
H (3.9711, -1.8511, 1.9131)  0.07
F (-1.1830, 1.8525, -2.7320)  -0.01
C (2.7050, 4.6476, 2.6364)  -0.27
O (-0.8454, 2.9572, -5.4496)  0.11
C (2.0624, 0.3497, 0.0667)  -0.09
C (-1.1101, -0.9197, -3.5069)  -0.26
N (-3.2209, 2.8163, -5.5592)  0.09
H (1.5032, 5.1950, 5.0636)  0.10
H (1.4992, 2.3485, 2.1095)  0.09
H (0.8246, 6.6516, 2.9917)  0.07
F (-0.4283, -1.0107, -2.2433)  0.07
H (6.4534, -1.8760, -1.2933)  0.08
H (-1.5464, -2.1536, 0.0550)  0.08
O (-5.0016, 3.9794, -4.5449)  -0.01
H (4.8368, -0.1632, 0.6707)  0.10
H (-0.1362, -3.1914, -0.1886)  0.07
F (-1.3022, -2.2370, -4.0555)  0.08
C (3.2205, -2.4504, 1.3927)  -0.09
C (0.8412, 4.8610, 4.2567)  -0.25

Atoms 1-3, force components in eV/Å:
H 0.02 0.04 -0.05
H 0.02 0.04 0.06
H 0.41 -0.59 -1.08

***

Which of these has the lowest calculated total energy? C23H47BCaF4N8O4